[1]
Below is an isolated molecule of C10H18O2, with properties calculated with ωB97M-V/def2-TZVPD.

```
30
C10H18O2 | OMol25 | ωB97M-V/def2-TZVPD
C -1.272 -0.486 2.484
O -0.762 0.535 1.672
C -0.505 0.267 0.240
O -1.384 -0.613 -0.410
C -2.816 -0.309 -0.275
C -0.379 1.534 -0.646
C 1.068 1.546 -1.166
C 1.154 0.376 -2.166
C 1.252 -0.849 -1.359
C 0.948 -0.287 0.085
C 1.349 -1.458 1.122
C 1.687 0.960 0.107
H -2.268 -0.304 2.840
H -0.593 -0.500 3.284
H -1.117 -1.388 1.923
H -3.252 -0.226 0.693
H -3.436 -1.127 -0.681
H -3.232 0.608 -0.839
H -0.544 2.453 -0.092
H -1.051 1.630 -1.525
H 1.442 2.557 -1.548
H 0.242 0.355 -2.769
H 2.072 0.323 -2.787
H 2.283 -1.277 -1.476
H 0.428 -1.506 -1.753
H 1.353 -1.111 2.196
H 2.346 -1.690 0.933
H 0.745 -2.337 0.912
H 1.525 1.543 1.027
H 2.713 0.780 -0.027
```

Results
- Structure (SMILES): COC1(OC)C[C@@H]2CC[C@@]1(C)C2
- Gap between HOMO and LUMO: 10.315 eV
- Relative energy (zero: lowest compared OMol25 entry of this formula, charge and spin): 250.66 kJ/mol
- Spin multiplicity: 1
- E_LUMO: 0.906 eV
- Charge: 0

Mulliken population analysis, charges in e, atoms 1 to 2: -0.935 -0.466

---

[2]
Below is a cluster of 8 separate species, C44H111N7O16 in total, with properties calculated with ωB97M-V/def2-TZVPD.

```
178
C44H111N7O16 | OMol25 | ωB97M-V/def2-TZVPD
C -2.604 5.380 -2.141
O -2.081 4.460 -1.198
C -0.662 4.673 -1.016
C 0.251 3.819 -1.946
N 1.735 4.095 -1.886
C 2.521 3.131 -2.696
C 4.055 3.371 -2.585
O 4.626 3.058 -1.331
C 4.912 1.703 -1.124
H -2.796 6.412 -1.850
H -3.586 5.119 -2.537
H -1.954 5.183 -2.993
H -0.513 4.323 0.005
H -0.445 5.741 -1.042
H 0.123 4.023 -3.009
H 0.140 2.771 -1.669
H 2.069 3.915 -0.950
H 2.150 3.245 -3.714
H 2.332 2.145 -2.270
H 4.083 4.454 -2.705
H 4.633 2.958 -3.412
H 5.090 1.534 -0.062
H 5.795 1.348 -1.656
H 4.061 1.134 -1.499
C -4.707 -3.008 6.084
O -4.481 -3.270 4.705
C -3.783 -2.244 4.063
C -3.721 -2.441 2.504
N -3.037 -3.688 2.217
C -3.057 -3.906 0.805
C -1.869 -4.821 0.279
O -0.657 -4.109 0.558
C 0.364 -4.506 -0.318
H -5.345 -3.743 6.576
H -5.302 -2.095 6.104
H -3.855 -2.696 6.689
H -2.779 -2.114 4.466
H -4.204 -1.238 4.088
H -3.123 -1.590 2.177
H -4.714 -2.450 2.054
H -2.098 -3.716 2.588
H -2.904 -2.986 0.241
H -4.029 -4.278 0.481
H -1.982 -5.047 -0.782
H -1.904 -5.807 0.743
H 0.444 -5.590 -0.400
H 1.274 -4.145 0.161
H 0.096 -4.126 -1.304
C -7.224 -1.317 1.468
O -6.061 -0.607 1.156
C -5.594 -0.841 -0.223
C -4.946 0.401 -0.744
N -4.305 0.325 -2.034
C -3.920 1.627 -2.587
C -3.095 1.353 -3.881
O -1.879 0.669 -3.659
C -1.032 0.777 -4.821
H -8.131 -1.020 0.941
H -7.470 -1.300 2.530
H -7.159 -2.372 1.203
H -6.370 -1.161 -0.918
H -4.784 -1.570 -0.228
H -4.297 0.823 0.023
H -5.681 1.205 -0.789
H -3.469 -0.214 -1.864
H -3.405 2.219 -1.831
H -4.820 2.208 -2.791
H -2.904 2.350 -4.277
H -3.607 0.783 -4.657
H -0.067 0.330 -4.586
H -0.797 1.797 -5.125
H -1.502 0.330 -5.698
C -1.163 3.030 3.613
O -1.326 1.642 3.690
C -0.826 1.166 4.935
C -1.946 1.171 6.048
N -1.410 0.742 7.357
C -2.543 0.751 8.253
C -2.262 0.668 9.766
O -2.035 -0.647 10.320
C -1.703 -0.660 11.675
H -0.086 3.201 3.634
H -1.620 3.554 4.452
H -1.673 3.346 2.703
H 0.088 1.681 5.232
H -0.559 0.116 4.816
H -2.810 0.595 5.718
H -2.374 2.173 6.081
H -1.063 -0.194 7.204
H -3.202 -0.060 7.943
H -3.187 1.618 8.106
H -3.148 1.045 10.276
H -1.379 1.221 10.088
H -1.677 -1.698 12.005
H -2.572 -0.241 12.182
H -0.751 -0.207 11.952
C 8.745 4.311 0.088
O 7.471 4.737 0.373
C 6.882 5.445 -0.724
C 5.613 6.054 -0.202
N 4.765 5.151 0.527
C 3.473 5.838 0.802
C 2.564 4.827 1.572
O 2.270 3.674 0.730
C 2.165 2.437 1.368
H 8.867 3.821 -0.878
H 8.964 3.619 0.902
H 9.409 5.173 0.156
H 6.739 4.752 -1.553
H 7.557 6.242 -1.035
H 5.012 6.394 -1.045
H 5.764 6.962 0.382
H 4.607 4.261 0.076
H 2.945 6.074 -0.121
H 3.603 6.729 1.416
H 1.594 5.198 1.905
H 3.136 4.578 2.466
H 1.651 1.768 0.677
H 1.628 2.569 2.307
H 3.190 2.194 1.646
C -2.830 -7.168 -5.839
O -1.846 -7.740 -4.947
C -0.608 -7.101 -4.805
C -0.638 -5.765 -3.993
N -0.789 -4.637 -4.991
C -0.795 -3.377 -4.248
C -2.253 -3.038 -3.866
O -3.269 -3.688 -4.720
C -4.566 -3.355 -4.197
H -2.459 -7.189 -6.864
H -2.916 -6.096 -5.661
H -3.757 -7.712 -5.660
H -0.029 -7.054 -5.726
H 0.057 -7.810 -4.313
H 0.294 -5.598 -3.452
H -1.488 -5.858 -3.317
H -1.765 -4.595 -5.246
H -0.582 -2.569 -4.949
H -0.097 -3.303 -3.414
H -2.331 -1.954 -3.950
H -2.358 -3.246 -2.802
H -4.570 -3.195 -3.119
H -5.311 -4.115 -4.429
H -4.814 -2.369 -4.590
C 3.317 0.345 -5.054
O 3.436 0.056 -3.707
C 2.645 -1.049 -3.331
C 2.867 -1.475 -1.845
N 4.183 -2.040 -1.523
C 4.566 -1.854 -0.134
C 6.125 -2.099 -0.069
O 6.862 -1.061 -0.783
C 8.247 -0.929 -0.504
H 3.945 1.227 -5.184
H 2.298 0.667 -5.271
H 3.599 -0.460 -5.732
H 2.894 -1.967 -3.864
H 1.562 -1.041 -3.451
H 2.075 -2.202 -1.665
H 2.651 -0.623 -1.201
H 4.796 -1.592 -2.189
H 3.929 -2.521 0.447
H 4.324 -0.828 0.141
H 6.419 -3.070 -0.468
H 6.500 -1.981 0.947
H 8.653 -0.088 -1.066
H 8.825 -1.771 -0.883
H 8.377 -0.931 0.578
C -0.786 0.296 -0.673
C -0.483 -0.193 0.796
O 0.263 -1.392 0.789
O -1.550 -0.550 -1.473
H 0.201 0.432 -1.115
H -1.202 1.303 -0.677
H -1.373 -0.449 1.371
H 0.075 0.572 1.337
H -0.278 -2.183 0.836
H -1.674 -0.021 -2.264
```

Results
- Gap between HOMO and LUMO (alpha / beta): 1.285 / 8.162 eV
- Spin multiplicity: 2
- E_LUMO (alpha / beta): 1.917 / 1.914 eV
- Charge: -1

Mulliken population analysis, charges in e, atoms 1 to 2: -1.540 0.032

---

[3]
Below is a cluster of 2 separate species, CH4IO in total, with properties calculated with ωB97M-V/def2-TZVPD.

```
7
CH4IO | OMol25 | ωB97M-V/def2-TZVPD
I 1.032 -1.818 -2.945
C -0.209 0.432 0.825
O -0.568 0.242 -0.534
H -1.107 0.390 1.449
H 0.485 -0.335 1.179
H 0.260 1.413 0.983
H 0.107 -0.323 -0.957
```

Results
- Gap between HOMO and LUMO: 7.391 eV
- Relative energy (zero: lowest compared OMol25 entry of this formula, charge and spin): 14.89 kJ/mol
- Spin multiplicity: 1
- E_LUMO: 3.858 eV
- Charge: -1

Mulliken population analysis, charges in e, atoms 1 to 2: -0.883 -0.501

---

[4]
Below is an isolated molecule of C2H2Cl4, with properties calculated with ωB97M-V/def2-TZVPD.

```
8
C2H2Cl4 | OMol25 | ωB97M-V/def2-TZVPD
Cl -2.105 -0.107 0.248
C -0.480 0.667 0.076
Cl 0.078 1.424 1.476
C 0.604 -0.435 -0.272
Cl 0.624 -1.657 0.988
Cl 0.114 -1.309 -1.732
H -0.573 1.515 -0.628
H 1.738 -0.099 -0.155
```

Results
- Structure (SMILES): ClC(Cl)C(Cl)Cl
- Gap between HOMO and LUMO: 11.539 eV
- Relative energy (zero: lowest compared OMol25 entry of this formula, charge and spin): 28.70 kJ/mol
- Spin multiplicity: 1
- E_LUMO: 0.651 eV
- Charge: 0

Mulliken population analysis, charges in e, atoms 1 to 2: -0.112 -0.049

---

[5]
Below is a structure of composition C4H7N3, with properties calculated with ωB97M-V/def2-TZVPD.

```
14
C4H7N3 | OMol25 | ωB97M-V/def2-TZVPD
C 0.507 1.888 -0.015
C -1.003 0.279 0.041
C 0.923 -0.342 0.049
C -2.108 -0.566 0.015
N -0.756 1.512 0.023
N 1.431 0.915 -0.020
N 1.530 -1.456 0.031
H 0.767 2.946 -0.039
H -2.014 -1.454 0.652
H -2.255 -0.996 -0.996
H -3.018 0.013 0.241
H 2.425 1.160 -0.035
H 1.021 -2.339 0.111
H 2.549 -1.559 -0.059
```

Results
- Gap between HOMO and LUMO: 8.747 eV
- Relative energy (zero: lowest compared OMol25 entry of this formula, charge and spin): 0.35 kJ/mol
- Spin multiplicity: 1
- E_LUMO: -11.905 eV
- Charge: +2

Mulliken population analysis, charges in e, atoms 1 to 2: -0.006 0.833